ORCA calculation (ωB97M-V/def2-TZVPD) on a 2-piece molecular cluster, C27H42Br2Cl3N5O4PS overall at a distorted geometry.

Computed properties:
Orbital gap in Eh: 0.3224
Electronic energy in eV: -242081.1612
Charge: +1
E_HOMO in eV: -11.121

Each line ends with the Löwdin charge.
Atoms and positions in Å:
C (1.784, 0.404, 4.300)  -0.10
O (0.816, -0.308, 3.490)  -0.33
C (0.455, 0.545, 2.356)  -0.25
C (-0.153, -0.330, 1.109)  -0.56
Cl (0.471, -2.034, 1.556)  0.76
C (-1.774, -0.526, 1.230)  -0.58
S (-2.360, -0.491, 3.013)  0.83
N (-2.574, 0.282, 0.294)  -0.16
C (-4.017, 0.355, 0.546)  -0.12
C (-4.335, 1.735, 1.350)  -0.36
O (-5.310, 1.653, 2.163)  0.01
N (-3.548, 2.961, 1.198)  -0.18
C (-4.086, 3.960, 2.198)  -0.10
C (-3.710, 3.548, -0.180)  -0.07
C (-2.176, -0.021, -1.099)  -0.24
C (-3.046, -1.112, -1.863)  -0.59
Br (-3.640, -2.848, -1.050)  0.65
C (-3.503, -0.907, -3.209)  -0.64
C (-3.205, 0.393, -4.080)  -0.12
Br (-4.640, -2.295, -4.102)  0.63
C (-0.615, -0.471, -1.281)  -0.26
C (-0.111, -0.427, -2.779)  -0.57
Cl (0.657, 1.004, -3.654)  0.66
C (-0.170, -1.588, -3.624)  -0.60
C (0.365, -1.555, -5.157)  -0.13
Cl (-0.794, -3.212, -3.108)  0.64
N (0.311, 0.170, -0.239)  -0.29
C (0.122, 1.683, -0.347)  -0.15
C (1.366, 2.620, -0.171)  -0.18
C (1.412, 3.558, 1.097)  -0.02
C (2.547, 4.565, 1.377)  -0.02
C (3.739, 4.743, 0.402)  -0.19
C (4.926, 5.789, 0.650)  -0.08
C (3.720, 3.854, -0.884)  -0.01
C (2.563, 2.856, -1.141)  -0.05
P (1.986, -0.367, -0.726)  1.01
N (2.046, -2.066, -1.203)  -0.14
O (3.056, -0.314, 0.643)  -0.28
H (1.456, 1.474, 4.549)  0.11
H (1.922, -0.152, 5.296)  0.11
H (2.804, 0.397, 3.779)  0.10
H (1.433, 1.068, 2.089)  0.10
H (-0.273, 1.388, 2.676)  0.13
H (-1.954, -1.631, 0.918)  0.06
H (-2.707, -1.819, 3.324)  -0.07
H (-4.473, -0.548, 1.104)  0.13
H (-4.679, 0.459, -0.400)  0.15
H (-3.930, 3.607, 3.283)  0.11
H (-3.506, 4.940, 2.064)  0.09
H (-5.205, 4.193, 2.024)  0.11
H (-3.657, 4.684, -0.088)  0.10
H (-4.720, 3.209, -0.584)  0.11
H (-2.815, 3.181, -0.802)  0.08
H (-2.251, 0.980, -1.677)  0.14
H (-3.749, 0.313, -5.095)  0.09
H (-2.103, 0.641, -4.223)  0.05
H (-3.694, 1.282, -3.541)  0.09
H (-0.607, -1.593, -0.989)  0.11
H (1.471, -1.262, -5.077)  0.08
H (-0.196, -0.785, -5.779)  0.08
H (0.355, -2.613, -5.606)  0.08
H (-0.367, 1.991, -1.349)  0.12
H (-0.673, 2.046, 0.415)  0.14
H (0.556, 3.495, 1.862)  0.10
H (2.528, 5.191, 2.340)  0.11
H (5.795, 5.518, -0.043)  0.08
H (5.259, 5.837, 1.738)  0.08
H (4.549, 6.834, 0.343)  0.09
H (4.568, 3.977, -1.638)  0.10
H (2.603, 2.259, -2.106)  0.04
H (2.449, -2.657, -0.444)  -0.01
H (2.726, -2.137, -1.990)  0.07
H (3.445, -1.202, 0.799)  0.06
C (3.376, -7.106, 0.091)  0.00
C (2.798, -5.766, 0.457)  -0.53
O (3.068, -4.744, -0.169)  0.00
N (1.952, -5.710, 1.517)  0.01
C (1.516, -6.794, 2.373)  -0.07
H (4.031, -6.996, -0.773)  0.09
H (3.963, -7.500, 0.923)  0.09
H (2.574, -7.801, -0.169)  0.09
H (1.603, -4.782, 1.704)  0.11
H (0.427, -6.860, 2.316)  0.09
H (1.806, -6.560, 3.399)  0.09
H (1.951, -7.748, 2.084)  0.08